Entry 1:
Formula: ArH22O11
Source: the Open Molecules 2025 dataset
Level of theory: ωB97M-V with the def2-TZVPD basis set

The HOMO energy is -10.91 eV. For the orbital gap, the calculation gives 10.655 eV.

XYZ file:
```
34
ArH22O11, DFT ωB97M-V with the def2-TZVPD basis set
Ar -2.24888 -8.95872 17.51909
O -3.89584 -11.16836 20.35336
H -3.90487 -11.41356 19.42813
H -4.65468 -10.59418 20.45687
O -2.71486 -8.30820 13.95228
H -3.28545 -7.54149 14.00528
H -2.10670 -8.20583 14.68432
O -4.85412 -6.97591 18.05323
H -5.69637 -7.26475 18.40455
H -4.86857 -6.02350 18.14778
O -5.58479 -6.62618 15.25035
H -5.04020 -6.83329 16.00980
H -5.04202 -6.04548 14.71704
O -0.80127 -12.27782 17.13223
H -1.35167 -12.14050 16.36124
H -0.18266 -11.54749 17.11864
O -1.63293 -9.65165 21.32963
H -2.34018 -10.00370 20.78917
H -1.52994 -8.74799 21.03124
O 1.33271 -9.97000 16.76613
H 1.06209 -9.52907 17.57148
H 2.21198 -10.29742 16.95562
O -3.80769 -7.89721 20.34318
H -3.17213 -7.35214 20.80708
H -3.96514 -7.43458 19.52013
O 0.10706 -7.93726 15.41073
H 0.50465 -7.08462 15.58721
H 0.60444 -8.55058 15.95174
O 0.69264 -8.60405 19.06316
H 0.76120 -9.21241 19.79897
H -0.05273 -8.04504 19.28260
O -4.08141 -12.17974 17.88091
H -4.57953 -11.54940 17.36054
H -3.44603 -12.54859 17.26734
```

***

Entry 2:
Formula: C21H54N2O7
Source: the Open Molecules 2025 dataset
Level of theory: ωB97M-V with the def2-TZVPD basis set

As for the charge: +1. The expectation value of S² is 0.755. The HOMO energy (spin up / spin down) is -10.60 / -10.60 eV. Its spin multiplicity is 2. For the orbital gap (spin up / spin down), the calculation gives 7.606 / 2.961 eV.

XYZ file:
```
84
C21H54N2O7, DFT ωB97M-V with the def2-TZVPD basis set
C 10.14543 1.02901 -11.66287
O 11.08349 1.25678 -10.65169
C 11.27838 2.60717 -10.35713
C 12.59227 2.83652 -9.51697
N 13.75269 3.01666 -10.36889
C 14.99880 3.28867 -9.52362
C 15.26850 2.12308 -8.51777
O 15.58558 0.93823 -9.18404
C 15.44525 -0.26827 -8.50153
H 9.15679 1.37508 -11.36134
H 9.96705 -0.04513 -11.61277
H 10.52226 1.33541 -12.63869
H 10.52579 3.02433 -9.68804
H 11.29839 3.15828 -11.29733
H 12.69227 2.11732 -8.70404
H 12.41781 3.83466 -9.11524
H 13.92663 2.13736 -10.83438
H 14.86774 4.15316 -8.87279
H 15.82328 3.40251 -10.22746
H 14.60246 2.12236 -7.65493
H 16.24225 2.22973 -8.03972
H 16.04945 -1.04545 -8.96953
H 14.43045 -0.65381 -8.40337
H 15.78237 -0.21850 -7.46617
C 2.85419 0.68165 -14.17825
O 3.88792 0.58268 -13.23562
C 3.57734 0.07093 -11.95457
C 4.94529 -0.11452 -11.23114
N 5.50437 -1.50472 -11.14466
C 6.08195 -2.08953 -12.34947
C 7.54001 -1.71989 -12.80179
O 8.10563 -2.79305 -13.41901
C 9.55432 -2.82089 -13.37122
H 3.19659 1.23685 -15.05152
H 1.93079 1.10251 -13.78037
H 2.54038 -0.24964 -14.64977
H 3.12390 -0.89486 -12.17762
H 2.88370 0.74158 -11.44743
H 5.00582 0.32116 -10.23384
H 5.77510 0.39500 -11.72095
H 5.90234 -1.68015 -10.23310
H 5.33032 -1.93607 -13.12381
H 6.15759 -3.16184 -12.16907
H 8.09000 -1.59597 -11.86892
H 7.54620 -0.70465 -13.19848
H 9.89934 -3.31190 -12.46129
H 10.09835 -1.89695 -13.56735
H 9.77210 -3.56221 -14.14006
C 17.42542 0.99642 -4.95060
C 16.17436 1.68166 -4.48822
C 15.79847 1.11829 -3.15674
O 16.43357 3.04397 -4.47256
H 18.29061 1.23775 -4.33310
H 17.55032 1.30325 -5.98904
H 17.24999 -0.07916 -4.97157
H 15.34208 1.57723 -5.18428
H 15.36513 0.12214 -3.24616
H 15.05560 1.78790 -2.72331
H 16.63834 1.06013 -2.46439
H 15.77256 3.57059 -4.01722
C 11.80538 -2.90819 -8.20936
C 11.56843 -1.31496 -7.98617
C 10.06784 -0.95469 -8.22528
O 12.08103 -1.08255 -6.73371
H 11.30157 -3.49918 -7.44450
H 12.87064 -3.13094 -8.14857
H 11.51758 -3.33055 -9.17211
H 12.16065 -0.72723 -8.68756
H 9.69287 -1.41321 -9.14030
H 9.91981 0.12505 -8.24368
H 9.47561 -1.32140 -7.38690
H 12.79486 -1.71105 -6.60318
C 19.85823 -2.77997 -11.07888
C 18.37612 -3.26780 -11.05792
C 17.85073 -3.73009 -12.50686
O 18.58891 -4.41203 -10.20345
H 20.12061 -2.06559 -10.29856
H 19.92240 -2.32798 -12.06868
H 20.63274 -3.53797 -10.96191
H 17.65443 -2.58795 -10.60507
H 18.62881 -4.20477 -13.10465
H 17.62728 -2.87141 -13.13997
H 16.94723 -4.33434 -12.42512
H 18.70761 -4.14556 -9.28885
```

***

Entry 3:
Formula: C4H6P2
Source: the Open Molecules 2025 dataset
Level of theory: ωB97M-V with the def2-TZVPD basis set

The HOMO energy is -8.42 eV. For the orbital gap, the calculation gives 9.523 eV. The structure (SMILES) is [PH2]#P1[C@@H]2C=C[C@@H]21.

XYZ file:
```
12
C4H6P2, DFT ωB97M-V with the def2-TZVPD basis set
P 2.44271 0.14547 0.16350
P 0.56168 -0.83300 -0.56115
C -0.52135 -0.35552 0.85416
C -2.02646 -0.54205 0.55219
C -1.98366 0.16653 -0.56841
C -0.51094 0.56875 -0.35607
H 3.21972 -0.48802 -0.93105
H 2.69230 -0.99006 1.02859
H -0.19231 -0.21332 1.89403
H -2.75824 -1.07986 1.08907
H -2.78336 0.36882 -1.31664
H -0.26123 1.54400 -0.43269
```

***

Strongest force on any atom values (in hartree/bohr) by entry order: 0.022 0.070 0.061.